Below is a molecular structure, C16H16BMoNO6SSiTe in a non-equilibrium geometry, with properties calculated with ωB97M-V/def2-TZVPD.

## Properties
spin multiplicity: 3
net charge: -2
<S²>: 2.228
lowest unoccupied orbital energy (spin up / spin down): 4.419 / 4.413 eV
HOMO level (spin up / spin down): -0.2757 / -1.5079 eV

Geometry (Å):
Mo -1.4675 -0.1507 -0.6167
C -0.4976 -2.6976 4.4989
Si 1.1142 -2.6183 3.4659
C 1.3673 -4.3059 2.6010
C 2.5180 -2.5129 4.7732
C 1.2315 -1.1197 2.3533
C 2.2112 -0.1080 2.4545
C 2.1634 0.9663 1.5715
C 1.1303 1.0716 0.6684
N 0.1429 0.1373 0.5692
C 0.2581 -0.9620 1.3768
S -0.9544 -2.1346 1.0416
H -0.4959 -3.5493 5.1758
H -1.3551 -2.7885 3.8423
H -0.6277 -1.7971 5.0936
H 1.3464 -5.1244 3.3172
H 2.3178 -4.3430 2.0758
H 0.5795 -4.4706 1.8753
H 2.4809 -3.3644 5.4460
H 2.4277 -1.6153 5.3759
H 3.4977 -2.5065 4.3076
H 2.9914 -0.1839 3.1972
H 2.9213 1.7393 1.6011
H 1.0553 1.9043 -0.0199
O -3.2501 -2.3305 -3.6111
C -2.4776 -1.7478 -2.8499
O -2.8071 -0.9697 -1.8905
C -0.9305 -1.8915 -2.9423
O -0.3824 -2.5934 -3.7888
O -0.3395 -1.2086 -2.0441
O -0.1641 2.4759 -1.9516
B -1.1874 1.4826 -1.9259
O -2.1121 1.8268 -2.9442
C -1.6721 2.9421 -3.5393
C -2.2142 3.6546 -4.5887
C -1.5255 4.7825 -5.0226
C -0.3417 5.1781 -4.4263
C 0.2108 4.4638 -3.3663
C -0.4689 3.3452 -2.9305
H -3.1288 3.3342 -5.0621
H -1.9209 5.3543 -5.8525
H 0.1717 6.0559 -4.7985
H 1.1443 4.7646 -2.9141
Te -2.9607 1.6144 0.4039